<i>
This record from OMol25 describes a 3-piece molecular cluster, C4H7NO4 overall. The level of theory is ωB97M-V with the def2-TZVPD basis set.

XYZ file:
```
16
C4H7NO4 | OMol25 | ωB97M-V with the def2-TZVPD basis set
O -0.828 -0.213 -1.533
C -1.530 -0.452 -0.485
C -0.977 -1.592 0.366
N -0.024 -1.225 1.383
C 0.994 -0.510 1.180
O 1.523 -0.171 0.007
C 0.977 0.556 -1.061
O -2.015 0.553 0.122
H -1.857 -2.064 0.825
H -0.530 -2.347 -0.302
H 1.474 0.006 2.018
H 0.691 1.245 -1.866
H 1.776 0.272 -1.773
O 0.319 2.070 0.080
H -0.953 1.548 0.289
H 0.960 2.323 0.751
```

Values from the calculation:
- highest occupied orbital energy (Ha) = -0.35053
- LUMO level (eV) = -0.8

For each atom in turn, the natural (NBO) charge in e is:
1 O -0.6547
2 C 0.8000
3 C -0.3600
4 N -0.3975
5 C 0.4036
6 O -0.4876
7 C 0.3461
8 O -0.6955
9 H 0.2177
10 H 0.2213
11 H 0.1793
12 H 0.2575
13 H 0.1402
14 O -1.0138
15 H 0.5678
16 H 0.4756

<ii>
This record from OMol25 describes one molecule with the formula C4H7NO4. The level of theory is ωB97M-V with the def2-TZVPD basis set.

XYZ file:
```
16
C4H7NO4 | OMol25 | ωB97M-V with the def2-TZVPD basis set
N -0.195 1.569 -0.061
C -0.404 0.220 -0.398
C 0.569 -0.643 0.392
C 2.062 -0.479 0.139
O 2.798 -1.360 0.208
O 2.402 0.744 -0.205
C -1.829 -0.377 -0.011
O -2.529 0.335 0.663
O -2.172 -1.553 -0.385
H -0.636 1.855 0.766
H -0.457 2.238 -0.775
H -0.343 0.084 -1.382
H 0.308 -0.302 1.372
H 0.247 -1.667 0.541
H 1.588 1.266 -0.071
H -1.409 -1.928 -0.794
```

Values from the calculation:
- highest occupied orbital energy (Ha) = -0.37370
- LUMO level (eV) = 0.3

For each atom in turn, the natural (NBO) charge in e is:
1 N -0.8353
2 C -0.1437
3 C -0.5586
4 C 0.7905
5 O -0.5542
6 O -0.6846
7 C 0.7631
8 O -0.5898
9 O -0.6228
10 H 0.3963
11 H 0.3881
12 H 0.1989
13 H 0.2367
14 H 0.2314
15 H 0.4972
16 H 0.4866

Which is the most stable structure? <ii> is the most stable.

<i>
This record from OMol25 describes C4H7NO4 as an isolated structure. The level of theory is ωB97M-V with the def2-TZVPD basis set.

XYZ file:
```
16
C4H7NO4 | OMol25 | ωB97M-V with the def2-TZVPD basis set
O -4.010 1.240 -1.778
C -3.660 0.012 -1.187
C -2.178 -0.039 -0.970
N -1.342 -0.523 -1.794
C 0.019 -0.384 -1.330
C 0.080 0.804 -0.387
O 0.633 1.859 -0.520
O -1.734 0.747 0.046
H -4.956 1.377 -1.680
H -4.137 -0.106 -0.199
H -3.934 -0.846 -1.816
H 0.372 -1.277 -0.788
H 0.695 -0.229 -2.183
O 0.230 0.312 1.487
H -1.079 0.329 1.300
H 0.354 -0.643 1.515
```

Values from the calculation:
- highest occupied orbital energy (Ha) = -0.37760
- LUMO level (eV) = 0.4

For each atom in turn, the natural (NBO) charge in e is:
1 O -0.6958
2 C -0.1166
3 C 0.5418
4 N -0.4580
5 C -0.3708
6 C 0.8502
7 O -0.4937
8 O -0.6921
9 H 0.4750
10 H 0.1769
11 H 0.1839
12 H 0.2192
13 H 0.2486
14 O -0.8869
15 H 0.5504
16 H 0.4677

<ii>
This record from OMol25 describes one molecule with the formula C4H7NO4. The level of theory is ωB97M-V with the def2-TZVPD basis set.

XYZ file:
```
16
C4H7NO4 | OMol25 | ωB97M-V with the def2-TZVPD basis set
N 2.355 -0.770 0.709
C 0.936 -0.658 0.083
C -0.334 -0.838 0.968
C -1.677 -0.681 0.199
O -2.791 -1.101 0.205
O -1.465 0.153 -0.832
C 0.813 0.913 -0.292
O 0.660 1.656 0.659
O 1.227 1.160 -1.532
H 2.711 0.061 0.233
H 2.139 -0.663 1.676
H 0.916 -1.490 -0.649
H -0.410 -0.097 1.707
H -0.353 -1.840 1.439
H -2.213 -0.076 -1.352
H 1.257 2.130 -1.765
```

Values from the calculation:
- highest occupied orbital energy (Ha) = -0.37054
- LUMO level (eV) = 0.5

For each atom in turn, the natural (NBO) charge in e is:
1 N -0.7947
2 C -0.1449
3 C -0.5320
4 C 0.8063
5 O -0.5853
6 O -0.7037
7 C 0.8010
8 O -0.6099
9 O -0.6762
10 H 0.3638
11 H 0.3617
12 H 0.2167
13 H 0.2592
14 H 0.2383
15 H 0.4989
16 H 0.5008

<iii>
This record from OMol25 describes one molecule with the formula C4H7NO4. The level of theory is ωB97M-V with the def2-TZVPD basis set.

XYZ file:
```
16
C4H7NO4 | OMol25 | ωB97M-V with the def2-TZVPD basis set
N -2.014 -1.397 0.006
C -0.856 -0.646 -0.464
C 0.426 -1.081 0.326
C 1.602 -0.315 0.050
O 2.028 -0.204 -1.102
O 2.257 0.270 1.049
C -1.080 0.890 -0.157
O -0.309 1.718 -0.757
O -1.939 1.103 0.806
H -2.620 -1.514 -0.946
H -1.445 -2.140 0.131
H -0.858 -0.601 -1.464
H 0.293 -1.146 1.635
H 0.793 -2.184 0.290
H 3.157 1.009 0.845
H -2.071 0.167 0.965
```

Values from the calculation:
- highest occupied orbital energy (Ha) = -0.36439
- LUMO level (eV) = 0.3

For each atom in turn, the natural (NBO) charge in e is:
1 N -0.8245
2 C -0.1612
3 C -0.5321
4 C 0.7595
5 O -0.5886
6 O -0.7017
7 C 0.7486
8 O -0.5954
9 O -0.6282
10 H 0.3822
11 H 0.3657
12 H 0.2262
13 H 0.2384
14 H 0.2674
15 H 0.5385
16 H 0.5051

Which is the most stable structure? <ii> is the most stable.

<i>
This record from OMol25 describes CH4AsCsF6N2O as an isolated structure. The level of theory is ωB97M-V with the def2-TZVPD basis set.

XYZ file:
```
16
CH4AsCsF6N2O | OMol25 | ωB97M-V with the def2-TZVPD basis set
Cs -20.660 15.461 -11.425
As -23.247 14.959 -17.347
F -24.108 16.466 -16.961
F -22.896 14.718 -15.610
F -22.418 13.442 -17.840
F -23.614 15.255 -19.110
F -21.721 15.879 -17.512
F -24.768 14.034 -17.155
C -18.777 15.461 -5.959
O -18.581 15.552 -7.195
N -17.763 15.244 -5.135
N -19.935 15.652 -5.443
H -17.881 15.158 -4.136
H -16.886 15.092 -5.611
H -20.132 15.570 -4.456
H -20.686 15.846 -6.091
```

Values from the calculation:
- highest occupied orbital energy (Ha) = -0.39323
- LUMO level (eV) = -1.7

For each atom in turn, the natural (NBO) charge in e is:
1 Cs 0.9991
2 As 2.7974
3 F -0.6293
4 F -0.6542
5 F -0.6252
6 F -0.6299
7 F -0.6324
8 F -0.6259
9 C 0.7511
10 O -0.7382
11 N -0.8245
12 N -0.8045
13 H 0.3933
14 H 0.4198
15 H 0.3949
16 H 0.4085

<ii>
This record from OMol25 describes CH4AsCsF6N2O as an isolated structure. The level of theory is ωB97M-V with the def2-TZVPD basis set.

XYZ file:
```
16
CH4AsCsF6N2O | OMol25 | ωB97M-V with the def2-TZVPD basis set
Cs -29.769 0.309 9.737
As -35.663 -1.886 9.359
F -34.976 -1.562 10.949
F -36.608 -3.296 9.932
F -36.355 -2.047 7.700
F -34.696 -0.483 8.703
F -34.331 -3.101 8.929
F -36.957 -0.728 9.755
C -27.062 5.992 12.011
O -27.632 4.914 11.911
N -26.082 6.372 12.776
N -27.136 6.952 11.178
H -25.807 7.339 12.678
H -25.719 5.655 13.387
H -27.575 6.736 10.294
H -26.550 7.775 11.186
```

Values from the calculation:
- highest occupied orbital energy (Ha) = -0.39982
- LUMO level (eV) = -1.7

For each atom in turn, the natural (NBO) charge in e is:
1 Cs 0.9994
2 As 2.7910
3 F -0.6281
4 F -0.6176
5 F -0.6230
6 F -0.6539
7 F -0.6421
8 F -0.6259
9 C 0.7518
10 O -0.6876
11 N -0.8226
12 N -0.8114
13 H 0.3879
14 H 0.4079
15 H 0.3963
16 H 0.3780

Which is the most stable structure? <i> is the most stable.

<i>
This record from OMol25 describes one molecule with the formula C2H6N2O. The level of theory is ωB97M-V with the def2-TZVPD basis set.

XYZ file:
```
11
C2H6N2O | OMol25 | ωB97M-V with the def2-TZVPD basis set
N 1.017 -0.933 0.465
C -0.404 -0.448 0.684
C -0.769 -0.004 -0.780
N -0.146 0.985 -1.203
O 0.132 2.003 -0.258
H 1.014 -1.726 -0.233
H 1.500 -0.086 -0.118
H -1.007 -1.179 1.096
H -0.183 0.371 1.513
H -0.984 -0.556 -1.857
H -0.168 1.572 0.692
```

Values from the calculation:
- highest occupied orbital energy (Ha) = -0.35161
- LUMO level (eV) = 0.8

For each atom in turn, the natural (NBO) charge in e is:
1 N -0.8126
2 C -0.2743
3 C -0.0353
4 N -0.1300
5 O -0.5671
6 H 0.3561
7 H 0.3714
8 H 0.2179
9 H 0.1995
10 H 0.2468
11 H 0.4276

<ii>
This record from OMol25 describes one molecule with the formula C2H6N2O. The level of theory is ωB97M-V with the def2-TZVPD basis set.

XYZ file:
```
11
C2H6N2O | OMol25 | ωB97M-V with the def2-TZVPD basis set
C 0.423 1.259 -0.066
N 0.201 -0.092 0.391
N 1.000 -1.030 -0.334
C -1.487 -0.514 0.244
O -2.314 0.321 0.232
H 1.444 1.543 0.212
H 0.311 1.359 -1.149
H -0.285 1.908 0.446
H 1.788 -1.278 0.267
H 0.471 -1.878 -0.512
H -1.552 -1.598 0.270
```

Values from the calculation:
- highest occupied orbital energy (Ha) = -0.31038
- LUMO level (eV) = 0.9

For each atom in turn, the natural (NBO) charge in e is:
1 C -0.4322
2 N -0.3516
3 N -0.6877
4 C 0.5607
5 O -0.4966
6 H 0.1985
7 H 0.1801
8 H 0.2143
9 H 0.3507
10 H 0.3405
11 H 0.1232

Which is the most stable structure? <ii> is the most stable.

<i>
This record from OMol25 describes one molecule with the formula CH3NO2P2. The level of theory is ωB97M-V with the def2-TZVPD basis set.

XYZ file:
```
9
CH3NO2P2 | OMol25 | ωB97M-V with the def2-TZVPD basis set
O 3.275 -1.041 -0.098
P 2.707 0.248 0.252
N 1.030 0.094 -0.273
C 0.160 1.050 -0.055
P -1.586 0.926 -0.128
O -1.941 -0.705 -0.066
H 0.773 -0.836 -0.644
H -1.554 1.150 1.263
H -2.864 -0.886 -0.251
```

Values from the calculation:
- highest occupied orbital energy (Ha) = -0.31807
- LUMO level (eV) = -0.9

For each atom in turn, the natural (NBO) charge in e is:
1 O -0.9988
2 P 1.5023
3 N -0.9297
4 C -0.2465
5 P 0.8254
6 O -1.0064
7 H 0.3892
8 H -0.0295
9 H 0.4939

<ii>
This record from OMol25 describes one molecule with the formula CH3NO2P2. The level of theory is ωB97M-V with the def2-TZVPD basis set.

XYZ file:
```
9
CH3NO2P2 | OMol25 | ωB97M-V with the def2-TZVPD basis set
C -1.362 0.156 -0.474
N -0.801 1.240 0.362
P 0.527 1.679 1.073
O 1.339 0.113 0.864
P 2.102 -1.019 -0.205
O 2.760 -1.871 0.707
H -2.290 -0.288 -0.218
H -1.654 0.592 -1.414
H -0.620 -0.602 -0.695
```

Values from the calculation:
- highest occupied orbital energy (Ha) = -0.35903
- LUMO level (eV) = -0.4

For each atom in turn, the natural (NBO) charge in e is:
1 C -0.4263
2 N -0.9012
3 P 1.3365
4 O -1.1813
5 P 1.5655
6 O -1.0013
7 H 0.2221
8 H 0.2156
9 H 0.1705

Which is the most stable structure? <ii> is the most stable.

<i>
This record from OMol25 describes a 2-piece molecular cluster, C9H14 overall. The level of theory is ωB97M-V with the def2-TZVPD basis set.

XYZ file:
```
23
C9H14 | OMol25 | ωB97M-V with the def2-TZVPD basis set
C -1.332 -0.699 1.259
C 0.294 0.905 0.186
C -0.965 0.356 0.260
C 0.592 1.941 -0.729
C -0.387 2.514 -1.559
C -1.986 1.015 -0.494
C -1.627 1.990 -1.446
H 1.153 0.471 0.708
H 1.556 2.449 -0.748
H -2.263 -0.619 1.789
H -0.430 -0.769 1.889
H -0.353 3.457 -2.196
H -3.056 0.770 -0.557
H -2.498 2.336 -2.037
H -1.610 -1.608 0.713
C 2.533 -2.888 1.556
C 1.874 -3.166 0.126
H 3.126 -1.958 1.632
H 1.648 -2.554 2.128
H 3.165 -3.756 1.840
H 1.094 -2.413 0.014
H 1.610 -4.208 0.230
H 2.717 -3.141 -0.575
```

Values from the calculation:
- expectation value of S² = 0.7693
- highest occupied orbital energy (spin up / spin down) (Ha) = -0.51052 / -0.51052
- spin multiplicity = 2
- total charge = +1
- LUMO level (spin up / spin down) (eV) = -4.6 / -8.6

For each atom in turn, the natural (NBO) charge in e is:
1 C -0.6713
2 C -0.2619
3 C 0.1211
4 C 0.0346
5 C -0.1232
6 C 0.0479
7 C -0.2300
8 H 0.2589
9 H 0.2483
10 H 0.2734
11 H 0.2484
12 H 0.2754
13 H 0.2484
14 H 0.2507
15 H 0.2774
16 C -0.6091
17 C -0.6133
18 H 0.1928
19 H 0.1895
20 H 0.2282
21 H 0.1787
22 H 0.2219
23 H 0.2134

<ii>
This record from OMol25 describes a 2-piece molecular cluster, C9H14 overall. The level of theory is ωB97M-V with the def2-TZVPD basis set.

XYZ file:
```
23
C9H14 | OMol25 | ωB97M-V with the def2-TZVPD basis set
C 1.425 -0.056 3.015
C 1.943 0.878 1.912
H 1.211 0.440 3.960
H 0.600 -0.664 2.643
H 2.161 -0.803 3.336
H 2.791 0.478 1.369
H 2.454 1.750 2.354
H 1.042 1.317 1.487
C 0.970 0.492 -2.563
C -1.106 -1.687 -0.367
C -0.161 -1.215 -1.242
C -1.854 -0.710 0.373
C 0.025 0.170 -1.472
C -1.664 0.676 0.208
C -0.793 1.096 -0.752
H -1.416 -2.720 -0.355
H 0.535 -1.988 -1.546
H -2.544 -1.088 1.119
H -2.162 1.437 0.792
H 0.570 0.095 -3.503
H 1.969 0.126 -2.302
H -0.757 2.129 -1.080
H 1.183 1.534 -2.806
```

Values from the calculation:
- expectation value of S² = 0.7679
- highest occupied orbital energy (spin up / spin down) (Ha) = -0.53303 / -0.53371
- spin multiplicity = 2
- total charge = +1
- LUMO level (spin up / spin down) (eV) = -4.4 / -8.2

For each atom in turn, the natural (NBO) charge in e is:
1 C -0.6152
2 C -0.6460
3 H 0.2238
4 H 0.1816
5 H 0.2181
6 H 0.2258
7 H 0.2248
8 H 0.1940
9 C -0.6994
10 C -0.1636
11 C -0.1867
12 C 0.0426
13 C 0.2523
14 C -0.2023
15 C -0.1381
16 H 0.2582
17 H 0.2541
18 H 0.2428
19 H 0.2631
20 H 0.2831
21 H 0.2791
22 H 0.2503
23 H 0.2577

Which is the most stable structure? <ii> is the most stable.